{"formula": "C17H23BIrN6O4S3", "method": "ωB97M-V/def2-TZVPD", "elements": ["Ir", "C", "C", "N", "N", "C", "S", "N", "N", "H", "H", "H", "H", "H", "H", "S", "C", "C", "C", "C", "O", "B", "O", "C", "C", "C", "H", "H", "H", "H", "H", "H", "H", "H", "H", "H", "H", "H", "S", "C", "N", "C", "C", "C", "C", "C", "C", "H", "H", "H", "H", "H", "O", "N", "O"], "coordinates": [[-0.228, 0.165, -0.033], [5.280, -0.004, 1.026], [4.138, -0.067, 1.962], [4.184, 0.090, 3.246], [2.907, 0.020, 3.678], [2.037, -0.143, 2.654], [0.384, -0.230, 2.733], [2.838, -0.220, 1.544], [2.360, -0.420, 0.271], [6.209, 0.032, 1.585], [5.200, 0.899, 0.420], [5.290, -0.870, 0.367], [2.686, 0.154, 4.652], [2.241, -1.456, 0.040], [2.971, 0.002, -0.421], [-0.228, 3.531, -0.292], [0.137, 2.091, 0.236], [0.167, -0.914, -4.926], [1.141, -0.036, -4.136], [2.553, -0.264, -4.664], [1.076, -0.441, -2.757], [0.283, 0.440, -2.071], [-0.081, 1.495, -2.853], [0.691, 1.463, -4.062], [1.869, 2.418, -3.841], [-0.158, 1.958, -5.224], [0.438, -1.958, -4.785], [0.213, -0.679, -5.986], [-0.849, -0.778, -4.566], [2.743, -1.333, -4.718], [3.298, 0.180, -4.011], [2.650, 0.160, -5.659], [2.463, 2.076, -2.998], [1.479, 3.402, -3.597], [2.493, 2.493, -4.727], [-1.097, 1.416, -5.280], [0.387, 1.845, -6.158], [-0.383, 3.011, -5.073], [-4.936, -0.591, -0.345], [-3.235, -0.597, -0.669], [-2.501, 0.100, 0.165], [-3.244, 0.690, 1.139], [-2.769, 1.491, 2.181], [-3.667, 1.982, 3.102], [-5.032, 1.721, 2.996], [-5.527, 0.955, 1.952], [-4.629, 0.436, 1.040], [-2.832, -1.137, -1.502], [-1.714, 1.711, 2.243], [-3.307, 2.585, 3.922], [-5.715, 2.118, 3.733], [-6.584, 0.764, 1.847], [1.776, -2.915, -0.322], [0.526, -2.890, -0.435], [-0.257, -2.003, -0.025]], "lowdin_charge": [0.977, -0.002, -0.332, 0.105, 0.023, -0.766, 0.643, -0.076, 0.072, 0.086, 0.088, 0.087, 0.154, 0.044, 0.105, 0.677, -0.792, -0.004, -0.467, -0.005, 0.069, -0.758, 0.048, -0.472, -0.006, -0.002, 0.096, 0.089, 0.092, 0.092, 0.082, 0.093, 0.090, 0.091, 0.089, 0.086, 0.093, 0.091, 1.081, -0.399, -0.072, -0.308, -0.028, -0.070, -0.078, -0.089, -0.451, 0.084, 0.053, 0.108, 0.105, 0.108, -0.110, -0.213, -0.301], "e_lumo_ev": [-0.5, -0.4], "multiplicity": 2, "charge": 0, "orbital_gap_ev": [6.230, 7.138]}